Computed, not measured: C31H44N4O5 in the gas phase, with ωB97M-V/def2-TZVPD.

Geometry as XYZ:
```
84
Properties=species:S:1:pos:R:3:mulliken_charge:R:1
C -3.611 0.747 -2.215 -1.30
C -3.022 2.141 -2.393 0.81
C -1.968 2.178 -3.500 -0.24
C -1.164 3.481 -3.458 -1.25
N -0.263 3.506 -2.306 1.04
C -0.162 4.825 -1.715 -1.47
C 1.052 2.972 -2.641 -1.16
C 1.828 2.447 -1.426 -1.28
N 1.382 1.137 -1.027 0.13
C 2.146 0.034 -1.102 0.49
O 3.289 -0.040 -1.507 -0.81
C 1.320 -1.131 -0.589 -0.14
C 1.207 -2.357 -1.504 -0.36
C 1.845 -3.599 -0.906 0.13
O 1.222 -4.599 -0.619 -0.71
N 3.178 -3.407 -0.746 0.04
C 4.146 -4.275 -0.227 -0.13
C 5.451 -3.801 -0.128 -0.84
C 6.439 -4.628 0.375 -0.51
C 6.143 -5.914 0.778 -0.70
C 4.835 -6.391 0.679 0.68
O 4.635 -7.670 1.098 -0.47
C 3.335 -8.206 1.020 -0.77
C 3.835 -5.569 0.176 0.02
C -0.338 -2.381 -1.723 0.13
C -1.005 -2.634 -0.387 -1.34
C -0.917 -1.492 0.285 -0.47
C -0.134 -0.578 -0.631 1.01
O -0.584 -0.997 -1.918 -0.48
C 0.029 0.931 -0.547 2.39
C -0.167 1.471 0.878 -0.51
O 0.748 1.849 1.575 -0.72
N -1.461 1.481 1.242 0.47
C -1.934 1.960 2.526 -0.93
C -2.535 0.805 3.332 -0.84
C -3.039 1.297 4.685 -0.91
C -4.067 2.406 4.495 -0.71
C -3.461 3.557 3.700 -1.03
C -2.959 3.086 2.333 0.81
C -2.351 4.247 1.551 -1.41
H -2.825 0.024 -2.000 0.11
H -4.335 0.733 -1.403 0.34
H -4.117 0.432 -3.125 0.43
H -3.820 2.848 -2.631 0.49
H -2.563 2.474 -1.459 -0.77
H -2.456 2.091 -4.473 0.61
H -1.296 1.325 -3.392 -0.18
H -0.611 3.614 -4.399 0.39
H -1.865 4.315 -3.372 0.42
H -1.157 5.178 -1.448 0.43
H 0.433 4.773 -0.805 0.32
H 0.302 5.559 -2.392 0.34
H 1.667 3.739 -3.143 0.55
H 0.920 2.140 -3.336 0.46
H 2.883 2.341 -1.689 0.57
H 1.741 3.124 -0.574 0.31
H 1.640 -1.386 0.424 0.35
H 1.678 -2.146 -2.470 0.56
H 3.538 -2.498 -1.019 0.02
H 5.682 -2.795 -0.443 0.43
H 7.452 -4.263 0.453 0.36
H 6.904 -6.569 1.171 0.45
H 2.629 -7.638 1.634 0.32
H 3.413 -9.222 1.404 0.23
H 2.974 -8.234 -0.012 0.31
H 2.818 -5.906 0.087 0.74
H -0.675 -2.975 -2.566 0.68
H -1.406 -3.580 -0.089 0.54
H -1.209 -1.257 1.289 0.46
H -0.663 1.445 -1.219 -1.87
H -2.157 1.133 0.599 0.30
H -1.051 2.350 3.044 0.50
H -1.777 0.033 3.476 0.39
H -3.365 0.369 2.769 0.33
H -2.197 1.677 5.267 0.36
H -3.481 0.465 5.238 0.40
H -4.408 2.768 5.467 0.37
H -4.935 2.011 3.963 0.34
H -2.624 3.983 4.259 0.37
H -4.204 4.344 3.560 0.38
H -3.808 2.683 1.767 0.34
H -3.086 5.036 1.411 0.50
H -2.007 3.917 0.574 -0.04
H -1.500 4.659 2.088 0.38
```

**SMILES string**: CCCCN(C)CCN1C(=O)[C@@H]2[C@@H](C(=O)Nc3cccc(OC)c3)[C@H]3C=C[C@@]2(O3)[C@H]1C(=O)N[C@@H]1CCCC[C@H]1C
**LUMO**: 0.0256 Ha
**Energy relative to the best compared isomer or geometry (same formula, charge and spin)**: 0.103 eV
**Total charge**: 0
**Calculated total energy**: -49060.4819 eV
**HOMO**: -8.06 eV



Computed, not measured: a molecular structure, C31H45BrS5SbSi3Tl, with ωB97M-V/def2-TZVPD.

Geometry as XYZ:
```
87
Properties=species:S:1:pos:R:3:mulliken_charge:R:1
Tl -0.796 -0.047 -1.895 0.47
C -3.728 2.297 -4.681 -1.64
C -2.486 2.746 -3.944 0.95
C -1.226 2.526 -4.482 -0.58
C -0.070 2.892 -3.796 0.67
C 1.292 2.573 -4.361 -1.32
C -0.202 3.506 -2.558 -0.38
C -1.450 3.737 -1.990 1.21
C -1.551 4.294 -0.592 -1.04
C -2.584 3.360 -2.696 -0.93
H -4.190 3.127 -5.223 0.36
H -4.472 1.898 -3.986 0.32
H -3.489 1.512 -5.402 0.35
H -1.130 1.999 -5.429 0.23
H 1.737 3.454 -4.837 0.38
H 1.221 1.772 -5.099 0.27
H 1.961 2.219 -3.574 0.16
H 0.697 3.754 -1.993 0.19
H -1.143 3.577 0.128 -0.10
H -2.590 4.487 -0.317 0.35
H -0.986 5.226 -0.486 0.39
H -3.564 3.496 -2.242 0.20
Br -3.789 -1.372 -2.264 -0.23
C -3.331 -3.143 -1.723 0.40
C -4.313 -4.080 -1.868 -0.60
C -4.056 -5.419 -1.493 -0.47
C -2.835 -5.755 -0.992 -0.83
C -1.810 -4.783 -0.838 1.39
C -0.545 -5.166 -0.321 -0.98
C 0.440 -4.233 -0.184 -0.85
C 0.201 -2.884 -0.543 0.38
C -0.991 -2.422 -1.054 -0.93
C -2.024 -3.413 -1.205 0.81
H -5.276 -3.796 -2.272 0.39
H -4.831 -6.167 -1.615 0.35
H -2.619 -6.782 -0.709 0.31
H -0.380 -6.205 -0.053 0.26
H 1.417 -4.527 0.193 0.46
H 1.031 -2.184 -0.436 -0.31
S 5.088 -4.060 -5.140 -0.41
C 3.876 -3.069 -4.532 0.12
S 4.039 -2.068 -3.163 -0.13
C 2.449 -1.327 -3.125 -0.39
C 1.607 -1.740 -4.107 0.11
S -0.039 -1.274 -4.427 -0.39
S 2.315 -2.923 -5.199 -0.23
S 2.159 -0.142 -1.872 -0.23
C 3.931 1.375 0.862 -0.75
Si 3.021 0.094 1.862 0.50
C 3.443 -1.620 1.291 -0.53
C 3.595 0.273 3.640 -0.90
Sb 0.517 0.585 1.529 -0.80
Si 0.398 2.641 3.059 0.69
C 1.073 2.829 4.803 -1.24
C 1.219 4.031 2.085 -0.97
C -1.438 3.057 3.220 -1.25
Si -0.493 -1.071 3.201 0.52
C -0.346 -2.848 2.681 -0.68
C -2.321 -0.665 3.272 -1.11
C 0.153 -0.948 4.960 -0.96
H 5.016 1.212 0.916 0.36
H 3.711 2.387 1.225 0.19
H 3.624 1.301 -0.190 0.15
H 4.507 -1.828 1.466 0.46
H 3.235 -1.694 0.215 -0.15
H 2.846 -2.380 1.812 0.18
H 4.676 0.081 3.699 0.38
H 3.084 -0.428 4.310 0.19
H 3.406 1.286 4.008 0.09
H 2.167 2.807 4.829 0.35
H 0.707 2.057 5.489 0.25
H 0.741 3.807 5.176 0.36
H 2.286 4.096 2.329 0.34
H 0.751 4.994 2.324 0.43
H 1.136 3.867 1.004 0.06
H -1.834 2.703 4.180 0.34
H -2.033 2.594 2.424 0.30
H -1.592 4.143 3.167 0.44
H -0.884 -3.024 1.741 -0.06
H -0.774 -3.484 3.466 0.46
H 0.694 -3.153 2.511 0.23
H -2.752 -0.658 2.263 0.28
H -2.498 0.319 3.723 0.25
H -2.850 -1.422 3.867 0.39
H 1.211 -1.227 5.025 0.26
H -0.421 -1.626 5.607 0.38
H 0.051 0.071 5.348 0.05
```

**LUMO**: 0.1474 Ha
**Energy relative to the best compared isomer or geometry (same formula, charge and spin)**: 0.352 eV
**Total charge**: -2
**Calculated total energy**: -191965.3529 eV
**HOMO**: -0.98 eV



Computed, not measured: 5 unconnected molecules or ions with the total composition C31H45Cl2F12N2O12PS, with ωB97M-V/def2-TZVPD.

Geometry as XYZ:
```
106
Properties=species:S:1:pos:R:3:mulliken_charge:R:1
C -5.772 -4.203 -1.276 -1.68
C -4.424 -3.413 -1.433 0.88
O -4.627 -2.120 -0.877 -0.56
C -3.347 -4.166 -0.654 -1.88
C -1.870 -3.877 -1.036 2.16
C -1.067 -4.485 0.049 -0.75
N -0.415 -4.967 0.862 -0.68
P -1.566 -2.013 -0.806 -0.09
C 0.287 -1.791 -0.749 -1.19
O -2.024 -1.232 -2.219 -0.35
C -1.383 -4.579 -2.365 3.14
C 0.114 -4.631 -2.313 -1.08
N 1.261 -4.594 -2.281 -0.60
C -1.792 -6.087 -2.422 -1.79
C -3.214 -6.336 -2.977 -0.17
C -3.256 -6.922 -4.407 -0.67
Cl -4.409 -5.960 -5.413 -0.22
C -1.768 -3.859 -3.680 -1.49
C -0.653 -2.976 -4.290 -0.44
C -1.305 -2.140 -5.418 -1.14
C -0.364 -0.984 -5.841 -0.69
S -1.370 0.477 -6.081 1.08
O -2.059 0.742 -4.851 -0.47
O -2.193 0.246 -7.226 -0.53
Cl -0.096 2.040 -6.376 -0.23
H -5.687 -5.029 -0.571 0.30
H -6.542 -3.512 -0.937 0.49
H -6.098 -4.570 -2.254 0.32
H -4.255 -3.355 -2.509 0.12
H -4.845 -1.510 -1.587 0.41
H -3.457 -3.854 0.390 0.58
H -3.559 -5.234 -0.651 0.65
H 0.807 -2.093 -1.656 0.36
H 0.614 -2.409 0.092 0.26
H 0.472 -0.762 -0.467 0.39
H -1.585 -0.370 -2.206 0.29
H -1.086 -6.543 -3.123 0.66
H -1.650 -6.582 -1.462 0.45
H -3.851 -5.457 -2.936 -0.13
H -3.692 -7.065 -2.316 0.45
H -3.683 -7.919 -4.371 0.41
H -2.282 -6.923 -4.889 0.38
H -2.031 -4.557 -4.478 0.38
H -2.621 -3.193 -3.572 0.13
H -0.229 -2.292 -3.560 0.12
H 0.099 -3.592 -4.785 0.56
H -2.305 -1.798 -5.159 0.58
H -1.379 -2.789 -6.294 0.31
H 0.419 -0.822 -5.100 0.47
H 0.125 -1.198 -6.792 0.47
C 3.058 -4.273 0.878 -0.69
C 4.126 -4.926 0.033 -0.32
O 5.410 -4.296 0.239 -0.34
C 6.112 -4.724 1.276 0.35
O 5.793 -5.575 2.052 -0.51
C 7.461 -3.987 1.326 0.90
F 7.320 -2.679 1.083 -0.25
F 8.298 -4.486 0.405 -0.25
F 8.036 -4.121 2.518 -0.24
H 3.019 -3.200 0.681 0.25
H 2.084 -4.707 0.659 0.08
H 3.263 -4.401 1.942 0.40
H 3.897 -4.801 -1.023 0.30
H 4.194 -5.995 0.230 0.32
C -2.343 5.671 0.553 -1.23
C -0.951 5.138 0.811 0.12
O -0.995 3.755 1.217 -0.23
C -1.050 2.839 0.267 0.18
O -1.079 3.018 -0.914 -0.59
C -1.015 1.455 0.926 1.11
F -1.800 1.391 2.004 -0.28
F 0.237 1.168 1.320 -0.31
F -1.416 0.491 0.088 -0.14
H -2.976 5.522 1.428 0.32
H -2.303 6.736 0.324 0.39
H -2.813 5.153 -0.283 0.37
H -0.492 5.669 1.635 -0.03
H -0.307 5.260 -0.059 0.37
C 0.774 2.367 4.058 -0.67
C 0.297 2.775 5.433 -0.43
O 1.327 3.493 6.143 -0.32
C 1.412 4.790 5.888 0.38
O 0.726 5.416 5.134 -0.51
C 2.519 5.417 6.752 0.84
F 3.613 4.652 6.786 -0.26
F 2.090 5.577 8.011 -0.27
F 2.870 6.614 6.283 -0.23
H 1.696 1.789 4.131 0.32
H 0.021 1.768 3.561 0.14
H 0.986 3.243 3.442 0.24
H 0.074 1.897 6.035 0.37
H -0.612 3.373 5.379 0.31
C 4.229 10.120 3.892 -1.21
C 3.110 9.362 4.573 -0.01
O 1.950 9.281 3.720 -0.31
C 1.948 8.295 2.836 0.36
O 2.804 7.477 2.675 -0.52
C 0.632 8.315 2.043 0.96
F 0.277 9.552 1.684 -0.27
F -0.370 7.809 2.777 -0.25
F 0.733 7.582 0.930 -0.24
H 3.885 11.106 3.576 0.31
H 5.072 10.241 4.571 0.40
H 4.573 9.593 3.002 0.31
H 2.784 9.889 5.467 0.35
H 3.426 8.366 4.877 0.19
```

**SMILES string**: C[C@@H](O)C[C@](C#N)(P(C)O)[C@@](C#N)(CCCCl)CCCCS(=O)(=O)Cl.CCOC(=O)C(F)(F)F.CCOC(=O)C(F)(F)F.CCOC(=O)C(F)(F)F.CCOC(=O)C(F)(F)F
**LUMO**: 0.0046 Ha
**Total charge**: 0
**Calculated total energy**: -138206.2074 eV
**HOMO**: -8.45 eV